(1)
{"formula": "C5H15N3", "method": "ωB97M-V/def2-TZVPD", "species": ["H", "H", "C", "N", "H", "H", "C", "H", "H", "H", "H", "H", "H", "N", "H", "C", "H", "C", "H", "N", "C", "H", "H"], "xyz": [[0.551, 0.401, -1.585], [-1.699, 2.712, -0.513], [1.528, -0.595, 1.593], [-1.418, 1.846, -0.949], [2.110, 0.930, 0.197], [1.307, -2.553, 2.340], [-2.582, 1.141, -1.478], [-0.459, -1.510, -1.666], [2.777, -2.177, 1.650], [0.519, -0.403, 1.965], [2.275, -0.095, 2.203], [-3.372, 0.868, -0.771], [-0.148, 1.839, 0.634], [1.772, -2.043, 1.603], [-2.974, 1.702, -2.313], [0.297, 0.075, -0.570], [-1.302, 0.550, 0.755], [-0.657, 1.080, 0.055], [-2.218, 0.231, -1.954], [-0.386, -1.241, -0.694], [1.630, -0.053, 0.132], [0.177, -1.956, -0.245], [2.272, -0.751, -0.389]], "smiles": "CNC[C@H](N)CCN", "spin_multiplicity": 1, "homo_lumo_gap_ev": 9.8, "e_homo_ev": -8.66, "e_above_lowest_kj_mol": 113.4}

***

(2)
{"formula": "C5H15N3", "method": "ωB97M-V/def2-TZVPD", "species": ["H", "H", "H", "N", "H", "H", "C", "H", "H", "H", "C", "C", "H", "N", "H", "H", "H", "H", "C", "H", "N", "C", "H"], "xyz": [[1.791, 0.319, -1.312], [-1.146, 0.762, 1.458], [2.898, 0.802, 0.022], [0.072, -0.666, 2.215], [-2.031, 1.905, -1.083], [0.532, 1.861, 0.046], [0.850, 1.035, 0.677], [-0.966, -0.859, -1.362], [1.417, -1.683, -0.118], [1.410, 1.351, 1.534], [-0.355, 0.136, 1.068], [-1.954, 0.968, -1.681], [-0.666, -1.767, 0.043], [2.191, -1.102, 0.220], [2.867, -1.335, -0.507], [-0.714, -1.129, 2.654], [-2.035, -0.801, 0.181], [0.781, -1.323, 1.879], [1.946, 0.330, -0.223], [-2.822, 0.412, -1.308], [-0.732, 0.201, -1.624], [-0.967, -0.723, -0.104], [-2.369, 1.307, -2.676]], "spin_multiplicity": 1, "homo_lumo_gap_ev": 9.5, "e_homo_ev": -8.67, "e_above_lowest_kj_mol": 509.0}

***

(3)
{"formula": "C5H15N3", "method": "ωB97M-V/def2-TZVPD", "species": ["H", "H", "H", "H", "C", "C", "H", "C", "H", "H", "H", "H", "N", "C", "N", "C", "N", "H", "H", "H", "H", "H", "H"], "xyz": [[-1.007, -0.193, -0.448], [1.343, -1.050, -0.339], [-0.583, 2.828, -1.190], [-1.041, 1.781, 1.296], [-0.751, -1.200, -0.782], [0.606, 2.021, 0.397], [-0.286, -2.187, -2.667], [-0.543, 2.636, -0.124], [-1.460, -0.877, -2.807], [1.136, -1.923, 1.900], [0.248, -0.503, -2.572], [-0.475, -2.083, 1.720], [0.330, -1.542, 1.415], [-0.551, -1.194, -2.296], [1.780, 1.737, 0.046], [0.497, -1.674, -0.045], [-0.043, 1.387, 1.824], [2.214, 0.998, 0.592], [0.036, 0.357, 1.802], [-1.593, -1.851, -0.520], [-0.941, 3.456, 0.470], [0.728, -2.706, -0.345], [0.356, 1.782, 2.672]], "spin_multiplicity": 1, "homo_lumo_gap_ev": 8.0, "e_homo_ev": -7.22, "e_above_lowest_kj_mol": 338.9}

***

(4)
{"formula": "C5H15N3", "method": "ωB97M-V/def2-TZVPD", "species": ["H", "C", "H", "H", "H", "H", "C", "H", "N", "N", "H", "H", "N", "H", "H", "H", "H", "H", "C", "H", "C", "H", "C"], "xyz": [[2.404, -1.027, -1.111], [-2.294, -0.769, 0.383], [0.115, 0.098, -1.422], [-0.974, -1.804, -0.988], [1.099, 2.228, 0.129], [1.749, -2.060, 0.167], [1.817, 1.423, 0.002], [2.649, 1.621, 0.674], [-2.498, 0.501, -0.172], [-0.059, -0.054, -0.425], [-3.070, 0.602, -1.007], [-0.391, -1.772, 0.569], [-0.848, -1.195, -0.163], [-2.221, -0.733, 1.474], [2.206, 1.439, -1.013], [-1.419, 2.239, -0.528], [-3.032, -1.515, 0.081], [0.967, 0.016, 1.400], [-1.514, 1.345, 0.078], [3.077, -0.973, 0.502], [2.149, -1.073, -0.056], [-1.129, 1.397, 1.092], [1.214, 0.067, 0.335]], "spin_multiplicity": 3, "homo_lumo_gap_ev": [7.2, 6.8], "e_homo_ev": [-14.86, -20.26], "e_above_lowest_kj_mol": 181.4, "charge": 2}

***

(5)
{"formula": "C5H15N3NaO10S2", "method": "ωB97M-V/def2-TZVPD", "species": ["C", "C", "O", "O", "C", "N", "S", "H", "O", "O", "H", "O", "H", "O", "Na", "N", "H", "H", "O", "H", "N", "H", "H", "H", "O", "H", "C", "S", "H", "H", "C", "O", "H", "H", "H", "O"], "xyz": [[15.110, 17.002, -1.532], [15.519, 17.109, 2.074], [14.838, 17.077, 8.119], [16.452, 21.890, 5.771], [15.858, 16.179, 3.204], [12.761, 19.916, 4.238], [17.147, 21.701, 4.497], [13.625, 17.422, 2.851], [11.730, 21.748, 3.925], [14.037, 19.427, 7.854], [14.363, 15.887, 0.600], [13.846, 17.969, 6.062], [13.034, 19.233, 4.929], [15.887, 18.777, 6.823], [15.416, 19.180, 4.549], [12.245, 21.003, 5.925], [15.323, 17.732, -2.313], [12.513, 20.308, 6.607], [17.783, 20.374, 4.565], [16.422, 17.709, 1.962], [14.403, 17.960, 2.498], [13.956, 18.169, 1.617], [11.678, 21.693, 6.397], [16.798, 15.635, 3.108], [18.028, 22.837, 4.357], [15.855, 16.287, -1.881], [12.274, 20.971, 4.659], [14.625, 18.241, 7.248], [16.098, 15.656, 0.560], [15.789, 16.649, 4.185], [15.318, 16.402, 0.712], [15.407, 17.494, -0.253], [14.100, 16.619, -1.682], [12.687, 19.697, 3.255], [15.130, 15.374, 3.096], [16.132, 21.709, 3.501]], "spin_multiplicity": 1, "homo_lumo_gap_ev": 2.2, "e_homo_ev": 3.03, "e_above_lowest_kj_mol": 190.5, "charge": -3}

***

(6)
{"formula": "C5H15N3O", "method": "ωB97M-V/def2-TZVPD", "species": ["H", "H", "H", "H", "H", "H", "H", "H", "H", "N", "C", "C", "C", "H", "N", "H", "H", "N", "C", "H", "H", "H", "O", "C"], "xyz": [[-3.110, 0.146, -0.156], [-1.660, 0.195, 0.741], [-0.815, -1.126, 2.518], [0.348, 1.485, 1.426], [3.453, 0.908, 0.769], [1.577, -0.018, -0.555], [0.093, 0.262, -2.483], [-1.890, -1.814, -1.374], [-0.911, 1.836, -0.509], [-2.105, 0.282, -0.220], [1.440, 0.193, 0.513], [2.805, 0.151, 1.208], [-0.682, -0.490, -2.480], [3.274, -0.826, 1.089], [-0.402, -0.401, 1.939], [-0.949, -0.925, -3.430], [0.924, -1.850, 1.173], [-1.896, 1.634, -0.692], [0.506, -0.839, 1.113], [2.693, 0.363, 2.272], [-1.981, 1.568, -1.709], [-0.405, -1.211, -0.440], [0.862, 1.485, 0.601], [-1.168, -1.008, -1.314]], "spin_multiplicity": 1, "homo_lumo_gap_ev": 7.3, "e_homo_ev": -6.70, "e_above_lowest_kj_mol": 488.9}

***

(7)
{"formula": "C5H15N3O", "method": "ωB97M-V/def2-TZVPD", "species": ["H", "H", "N", "H", "C", "H", "H", "H", "H", "C", "N", "H", "C", "H", "H", "H", "N", "O", "C", "H", "H", "C", "H", "H"], "xyz": [[1.185, 1.010, 1.262], [-2.127, 1.153, 1.907], [1.031, -1.081, 1.556], [-0.306, 1.850, -1.051], [-2.026, 0.253, 1.294], [1.873, -1.778, -1.614], [-2.123, -1.267, -0.617], [-0.958, -0.816, -1.922], [-2.985, 0.146, 0.771], [0.918, 0.089, 0.734], [2.315, -1.160, -0.946], [-0.467, -1.820, -0.589], [-1.181, 1.608, -0.459], [-1.325, 2.481, 0.183], [-2.030, 1.511, -1.144], [1.553, -0.924, 2.407], [-0.960, 0.369, 0.295], [1.800, 1.131, -1.284], [-1.097, -0.983, -0.856], [-1.863, -0.627, 1.909], [1.512, -1.809, 1.037], [1.503, -0.058, -0.582], [2.586, 1.545, -0.893], [3.174, -0.823, -1.396]], "spin_multiplicity": 1, "homo_lumo_gap_ev": 6.5, "e_homo_ev": -5.61, "e_above_lowest_kj_mol": 507.7}

***

(8)
{"formula": "C5H15N3O2", "method": "ωB97M-V/def2-TZVPD", "species": ["H", "H", "N", "H", "C", "H", "C", "H", "O", "N", "H", "N", "H", "H", "H", "H", "H", "H", "C", "C", "H", "O", "H", "H", "C"], "xyz": [[0.647, 2.230, -1.574], [2.538, 0.708, -0.489], [-2.158, -0.255, -1.291], [-1.533, -1.001, -1.583], [-2.167, -0.296, 0.179], [-0.207, -1.651, 1.307], [0.138, 0.922, -0.083], [-1.586, 1.606, 0.949], [-0.736, 0.228, 2.125], [-0.193, 1.930, -1.103], [-2.125, -1.313, 0.601], [2.677, -1.341, -1.005], [1.103, -0.784, 2.113], [-0.651, 2.708, -0.655], [-3.138, 0.112, 0.503], [3.664, -1.107, -0.980], [0.907, 1.394, 0.568], [-3.067, -0.580, -1.603], [0.012, -0.967, 2.136], [-1.079, 0.639, 0.825], [2.447, -1.724, -0.095], [0.670, -0.231, -0.682], [-0.177, -1.489, 3.085], [2.017, 0.301, -2.149], [1.997, -0.038, -1.100]], "smiles": "CO[C@H](CN)[C@H](N)OCN", "spin_multiplicity": 1, "homo_lumo_gap_ev": 9.6, "e_homo_ev": -8.71, "e_above_lowest_kj_mol": 144.2}

***

(9)
{"formula": "C5H15N4O2", "method": "ωB97M-V/def2-TZVPD", "species": ["N", "H", "O", "H", "H", "C", "C", "N", "H", "H", "H", "C", "H", "H", "N", "O", "H", "H", "C", "C", "H", "H", "N", "H", "H", "H"], "xyz": [[1.380, 1.251, 0.252], [-2.173, -1.498, -2.773], [1.698, -0.774, -0.792], [3.896, 1.609, -0.671], [0.845, 0.044, 2.714], [0.070, 0.845, 0.603], [-1.342, -1.681, -0.740], [3.454, 0.695, -0.714], [-0.744, 0.096, 2.622], [-1.009, 2.811, 0.282], [-0.105, 2.705, 1.863], [2.157, 0.395, -0.436], [-1.698, 1.946, 1.542], [-1.856, -0.032, -1.977], [-2.629, -2.061, -0.356], [-0.423, -1.864, 0.009], [0.272, -1.025, 1.814], [1.864, 2.004, 0.687], [-1.424, -0.946, -2.125], [-0.710, 2.158, 1.109], [-3.303, -2.199, -1.090], [-2.690, -2.616, 0.583], [0.121, 0.010, 1.981], [-0.432, -0.779, -2.631], [3.967, -0.069, -1.347], [0.817, -1.027, -0.410]], "spin_multiplicity": 1, "homo_lumo_gap_ev": 8.4, "e_homo_ev": -11.07, "e_above_lowest_kj_mol": 241.1, "charge": 1}

***

(10)
{"formula": "C5H15N5O", "method": "ωB97M-V/def2-TZVPD", "species": ["H", "N", "O", "H", "H", "H", "H", "C", "C", "C", "N", "C", "H", "H", "N", "H", "H", "H", "C", "H", "H", "H", "H", "N", "H", "N"], "xyz": [[2.469, -0.743, -2.971], [-0.468, -0.496, -1.549], [-2.688, 0.005, -1.855], [-1.141, -0.229, 3.705], [1.093, -1.691, -1.316], [1.420, -0.306, 3.523], [-0.971, 1.145, 1.295], [1.554, -0.215, -2.702], [0.778, 2.547, 0.218], [-1.712, -0.720, -2.048], [1.082, 1.358, 0.960], [0.051, 0.748, 1.389], [1.245, 2.489, -0.786], [-1.730, -1.647, -2.646], [0.121, -0.494, 2.012], [-0.895, -1.911, 3.151], [-0.312, 2.737, 0.091], [1.487, -1.760, 2.683], [-1.027, -0.877, 2.810], [-1.957, -0.805, 2.212], [1.197, 3.418, 0.743], [-0.335, 0.247, -0.870], [1.793, 0.677, -2.077], [0.636, -1.152, -2.067], [1.058, 0.127, -3.610], [1.376, -0.743, 2.603]], "smiles": "C/N=C/N(C)N.CNNC=O", "spin_multiplicity": 1, "homo_lumo_gap_ev": 9.6, "e_homo_ev": -8.91}

***

For each record above, in turn, the calculated calculated total energy values are -363.743925, -363.593222, -363.658024, -362.871861, -2074.785324, -438.848735, -438.841586, -514.195718, -568.737454, -548.441530 Ha.